No. 1
The following is a DFT calculation (the ωB97M-V functional and the def2-TZVPD basis) of a structure of composition C15H16N6O3PbS2.

The calculation puts the LUMO energy at -6.8 eV. As for the energy above the lowest of the compared OMol25 structures with the same formula, charge and spin: 0.0 kcal per mole. The value obtained for the total energy is -57801.68996 eV. The total charge is +2.

Element x y z (Å)
Pb (-0.583, -0.911, -2.885)
C (0.274, 2.825, -0.074)
C (0.335, 1.666, -1.008)
N (-0.735, 1.136, -1.503)
N (-1.933, 1.691, -1.258)
C (-3.005, 1.026, -1.228)
N (-4.223, 1.525, -1.225)
S (-2.931, -0.867, -1.132)
C (1.614, 1.062, -1.401)
C (2.824, 1.558, -0.914)
C (4.017, 0.957, -1.292)
C (3.979, -0.116, -2.166)
C (2.740, -0.539, -2.627)
N (1.595, 0.019, -2.254)
H (-0.756, 2.986, 0.237)
H (0.617, 3.727, -0.584)
H (0.899, 2.677, 0.806)
H (-4.339, 2.526, -1.167)
H (-5.028, 0.946, -1.042)
H (2.836, 2.406, -0.250)
H (4.955, 1.333, -0.917)
H (4.880, -0.611, -2.491)
H (2.672, -1.351, -3.332)
O (-3.831, -1.183, 2.141)
S (-2.785, -0.299, 1.809)
O (-3.063, 1.061, 1.495)
N (-2.034, -0.911, 0.300)
C (-0.719, -1.165, 0.412)
O (0.013, -1.490, -0.522)
C (-0.271, -0.960, 1.795)
C (1.036, -1.142, 2.238)
C (1.331, -0.872, 3.566)
C (0.342, -0.446, 4.442)
C (-0.970, -0.260, 4.004)
C (-1.249, -0.518, 2.683)
H (1.791, -1.484, 1.550)
H (2.342, -0.999, 3.918)
H (0.587, -0.251, 5.474)
H (-1.743, 0.072, 4.679)
N (-0.383, -3.433, -2.609)
H (-0.038, -3.912, -3.439)
H (-1.295, -3.826, -2.394)
H (0.236, -3.653, -1.836)

Here are the natural (NBO) charges for atoms 1 to 8, given in e: 1.360 -0.703 0.315 -0.358 -0.376 0.385 -0.752 0.434

=====

No. 2
The following is a DFT calculation (the ωB97M-V functional and the def2-TZVPD basis) of a structure of composition C15H17BCoN5O4S2.

The calculation puts the LUMO energy (alpha / beta) at -7.4 / -8.7 eV. As for the energy above the lowest of the compared OMol25 structures with the same formula, charge and spin: 0.0 kcal per mole. The value obtained for the total energy is -91433.79812 eV. The total charge is +2.

Element x y z (Å)
Co (0.094, 0.604, -0.871)
O (-3.256, 2.285, 0.505)
C (-2.138, 1.921, -0.037)
O (-1.770, 0.754, -0.176)
C (-1.255, 3.022, -0.539)
C (-1.461, 4.390, -0.580)
C (-0.458, 5.168, -1.153)
C (0.697, 4.582, -1.668)
C (0.819, 3.205, -1.580)
N (-0.145, 2.487, -1.022)
C (1.903, 2.265, -2.038)
O (2.983, 2.672, -2.632)
O (1.742, 1.060, -1.839)
H (-3.764, 1.517, 0.826)
H (-2.366, 4.830, -0.184)
H (-0.579, 6.242, -1.206)
H (1.461, 5.202, -2.118)
H (3.032, 3.629, -2.771)
C (-1.821, -3.373, -2.515)
N (-1.925, -3.057, -1.093)
C (-2.862, -3.574, -0.232)
C (-2.572, -3.084, 0.996)
N (-1.461, -2.277, 0.892)
B (-0.916, -1.496, 2.157)
N (0.651, -1.553, 2.143)
C (1.384, -2.643, 2.494)
C (2.703, -2.355, 2.289)
N (2.760, -1.085, 1.802)
C (3.997, -0.401, 1.433)
C (1.497, -0.606, 1.713)
S (1.062, 0.946, 1.126)
C (-1.088, -2.270, -0.391)
S (0.311, -1.534, -1.138)
H (-2.729, -3.886, -2.815)
H (-0.964, -4.018, -2.698)
H (-1.715, -2.457, -3.090)
H (-3.633, -4.246, -0.564)
H (-3.054, -3.246, 1.943)
H (-1.270, -0.353, 2.128)
H (-1.302, -2.095, 3.118)
H (0.922, -3.534, 2.882)
H (3.589, -2.938, 2.471)
H (4.458, -0.920, 0.595)
H (4.673, -0.398, 2.284)
H (3.764, 0.620, 1.150)

Here are the natural (NBO) charges for atoms 1 to 8, given in e: 0.978 -0.590 0.814 -0.585 0.092 -0.134 -0.119 -0.154

=====

No. 3
The following is a DFT calculation (the ωB97M-V functional and the def2-TZVPD basis) of a structure of composition C15H17Cl3IrN2O2.

The calculation puts the LUMO energy (alpha / beta) at -6.9 / -11.2 eV. As for the energy above the lowest of the compared OMol25 structures with the same formula, charge and spin: 21.8 kcal per mole. The value obtained for the total energy is -63287.60703 eV. The total charge is +2. The spin multiplicity is 6.

Element x y z (Å)
C (-2.924, -0.466, 0.132)
C (-3.897, 0.469, -0.567)
H (-2.431, -1.206, -0.535)
H (-3.474, -1.195, 0.765)
H (-2.407, 0.022, 1.085)
H (-3.669, 0.558, -1.624)
H (-4.885, 0.042, -0.430)
H (-3.861, 1.452, -0.118)
C (-0.439, -2.513, 0.433)
C (0.434, -3.590, 0.484)
C (1.647, -3.546, -0.209)
C (1.952, -2.422, -0.944)
H (-1.414, -2.492, 0.924)
H (0.143, -4.442, 1.084)
H (2.347, -4.376, -0.178)
H (2.882, -2.294, -1.519)
N (-0.084, -1.382, -0.212)
C (1.075, -1.335, -0.940)
C (1.365, -0.033, -1.497)
N (0.408, 0.912, -1.230)
C (0.653, 2.186, -1.602)
C (2.880, 1.621, -2.372)
C (1.895, 2.579, -2.089)
H (-0.153, 2.893, -1.416)
H (2.080, 3.638, -2.258)
C (2.585, 0.294, -2.104)
H (3.271, -0.522, -2.308)
H (3.851, 1.896, -2.789)
Ir (-1.124, 0.381, 0.040)
C (-1.659, 2.259, 0.302)
H (-2.226, 2.597, -0.574)
H (-0.839, 2.946, 0.509)
H (-2.325, 2.240, 1.169)
Cl (2.244, 2.184, 3.116)
C (1.674, 0.495, 3.297)
Cl (2.847, -0.626, 2.575)
Cl (1.367, 0.137, 4.985)
C (0.347, 0.250, 2.461)
O (-0.610, -0.406, 2.870)
O (0.474, 0.796, 1.286)

Here are the natural (NBO) charges for atoms 1 to 8, given in e: -0.749 -0.620 0.324 0.350 0.312 0.244 0.272 0.242

=====

No. 4
The following is a DFT calculation (the ωB97M-V functional and the def2-TZVPD basis) of the ion C15H17FN2 with charge +2.

The calculation puts the LUMO energy at -7.4 eV. The value obtained for the total energy is -21512.02629 eV. The total charge is +2.

Element x y z (Å)
C (4.852, 2.765, 0.243)
C (5.169, 1.526, 0.636)
C (4.841, 0.301, -0.185)
N (3.390, -0.003, -0.131)
C (2.918, -1.067, 0.523)
C (1.565, -1.335, 0.608)
C (0.672, -0.471, -0.005)
C (-0.804, -0.641, 0.056)
C (-1.540, -1.197, -0.988)
C (-2.912, -1.292, -0.878)
N (-3.566, -0.849, 0.206)
C (-5.059, -0.933, 0.276)
C (-5.670, 0.013, -0.739)
F (-5.444, -0.564, 1.510)
C (-2.879, -0.328, 1.230)
C (-1.501, -0.207, 1.180)
C (1.180, 0.618, -0.717)
C (2.541, 0.827, -0.761)
H (4.598, 3.514, 0.979)
H (4.839, 3.036, -0.809)
H (5.710, 1.425, 1.570)
H (5.113, 0.514, -1.217)
H (5.422, -0.529, 0.201)
H (3.647, -1.714, 0.988)
H (1.217, -2.201, 1.150)
H (-1.052, -1.542, -1.888)
H (-3.482, -1.728, -1.685)
H (-5.384, -1.949, 0.061)
H (-6.733, -0.176, -0.845)
H (-5.202, -0.089, -1.717)
H (-5.538, 1.049, -0.430)
H (-3.397, 0.040, 2.101)
H (-0.962, 0.232, 2.006)
H (0.505, 1.290, -1.224)
H (2.947, 1.663, -1.306)

Here are the natural (NBO) charges for atoms 1 to 8, given in e: -0.335 -0.229 -0.271 -0.237 0.119 -0.203 0.027 0.039

=====

No. 5
The following is a DFT calculation (the ωB97M-V functional and the def2-TZVPD basis) of a structure of composition C15H17IrNSSi.

The calculation puts the LUMO energy at -4.6 eV. As for the energy above the lowest of the compared OMol25 structures with the same formula, charge and spin: 45.8 kcal per mole. The value obtained for the total energy is -38865.91596 eV. The total charge is +1.

Element x y z (Å)
Ir (-0.758, 0.407, 1.136)
C (-0.966, -3.698, 1.154)
C (0.339, -4.176, 1.151)
C (1.380, -3.273, 1.127)
C (1.146, -1.898, 1.107)
N (-0.124, -1.463, 1.059)
C (-1.147, -2.339, 1.096)
C (2.171, 0.451, 0.652)
C (3.351, 1.125, 0.292)
C (3.353, 2.448, -0.095)
C (2.155, 3.155, -0.118)
C (0.978, 2.503, 0.204)
C (0.961, 1.153, 0.557)
H (-1.824, -4.354, 1.181)
H (0.543, -5.238, 1.177)
H (2.404, -3.611, 1.145)
H (-2.140, -1.909, 1.069)
H (4.285, 0.585, 0.330)
H (4.282, 2.929, -0.365)
H (2.134, 4.200, -0.396)
H (0.052, 3.064, 0.171)
S (3.676, -1.464, 1.853)
C (2.300, -0.932, 1.174)
C (-2.584, 2.274, -0.104)
Si (-1.787, 0.730, -0.888)
C (-0.759, 1.073, -2.388)
C (-3.114, -0.534, -1.232)
H (-3.461, 2.467, -0.735)
H (-2.001, 3.192, -0.113)
H (-3.002, 2.124, 0.897)
H (-1.403, 1.370, -3.219)
H (-0.223, 0.172, -2.694)
H (-0.026, 1.859, -2.215)
H (-3.758, -0.187, -2.045)
H (-3.757, -0.723, -0.371)
H (-2.676, -1.482, -1.554)

Here are the natural (NBO) charges for atoms 1 to 8, given in e: 0.418 -0.215 -0.124 -0.181 0.168 -0.375 0.033 -0.217

=====

No. 6
The following is a DFT calculation (the ωB97M-V functional and the def2-TZVPD basis) of the ion C15H17N2O3 with charge +1.

The calculation puts the LUMO energy at -3.8 eV. The value obtained for the total energy is -24944.52506 eV. The total charge is +1.

Element x y z (Å)
O (-3.518, -2.753, 0.644)
N (-2.919, -1.811, 0.201)
O (-1.796, -1.898, -0.295)
C (-3.537, -0.521, 0.244)
C (-4.923, -0.479, 0.396)
C (-5.581, 0.733, 0.448)
C (-4.856, 1.912, 0.365)
C (-3.477, 1.880, 0.231)
C (-2.799, 0.672, 0.165)
O (-1.419, 0.662, 0.110)
C (-0.862, 0.732, -1.197)
C (0.609, 0.332, -1.080)
N (0.714, -0.864, -0.212)
C (1.980, -1.630, -0.360)
C (3.155, -0.784, 0.053)
C (3.338, -0.471, 1.396)
C (4.402, 0.320, 1.790)
C (5.293, 0.802, 0.844)
C (5.118, 0.492, -0.494)
C (4.050, -0.294, -0.890)
H (-5.461, -1.413, 0.463)
H (-6.653, 0.758, 0.556)
H (-5.363, 2.863, 0.410)
H (-2.907, 2.795, 0.190)
H (-1.387, 0.037, -1.864)
H (-0.950, 1.745, -1.606)
H (1.202, 1.138, -0.645)
H (1.001, 0.099, -2.071)
H (0.623, -0.548, 0.760)
H (-0.124, -1.462, -0.385)
H (1.909, -2.519, 0.271)
H (2.074, -1.946, -1.400)
H (2.659, -0.863, 2.141)
H (4.541, 0.552, 2.834)
H (6.127, 1.412, 1.152)
H (5.814, 0.860, -1.231)
H (3.922, -0.541, -1.934)

Here are the natural (NBO) charges for atoms 1 to 8, given in e: -0.300 0.539 -0.483 0.015 -0.170 -0.205 -0.141 -0.240

=====

What did the third record say?
The following is a DFT calculation (the ωB97M-V functional and the def2-TZVPD basis) of a structure of composition C15H17Cl3IrN2O2.

The calculation puts the LUMO energy (alpha / beta) at -6.9 / -11.2 eV. As for the energy above the lowest of the compared OMol25 structures with the same formula, charge and spin: 21.8 kcal per mole. The value obtained for the total energy is -63287.60703 eV. The total charge is +2. The spin multiplicity is 6.

Element x y z (Å)
C (-2.924, -0.466, 0.132)
C (-3.897, 0.469, -0.567)
H (-2.431, -1.206, -0.535)
H (-3.474, -1.195, 0.765)
H (-2.407, 0.022, 1.085)
H (-3.669, 0.558, -1.624)
H (-4.885, 0.042, -0.430)
H (-3.861, 1.452, -0.118)
C (-0.439, -2.513, 0.433)
C (0.434, -3.590, 0.484)
C (1.647, -3.546, -0.209)
C (1.952, -2.422, -0.944)
H (-1.414, -2.492, 0.924)
H (0.143, -4.442, 1.084)
H (2.347, -4.376, -0.178)
H (2.882, -2.294, -1.519)
N (-0.084, -1.382, -0.212)
C (1.075, -1.335, -0.940)
C (1.365, -0.033, -1.497)
N (0.408, 0.912, -1.230)
C (0.653, 2.186, -1.602)
C (2.880, 1.621, -2.372)
C (1.895, 2.579, -2.089)
H (-0.153, 2.893, -1.416)
H (2.080, 3.638, -2.258)
C (2.585, 0.294, -2.104)
H (3.271, -0.522, -2.308)
H (3.851, 1.896, -2.789)
Ir (-1.124, 0.381, 0.040)
C (-1.659, 2.259, 0.302)
H (-2.226, 2.597, -0.574)
H (-0.839, 2.946, 0.509)
H (-2.325, 2.240, 1.169)
Cl (2.244, 2.184, 3.116)
C (1.674, 0.495, 3.297)
Cl (2.847, -0.626, 2.575)
Cl (1.367, 0.137, 4.985)
C (0.347, 0.250, 2.461)
O (-0.610, -0.406, 2.870)
O (0.474, 0.796, 1.286)

Here are the natural (NBO) charges for atoms 1 to 8, given in e: -0.749 -0.620 0.324 0.350 0.312 0.244 0.272 0.242